DFT (ωB97M-V with the def2-TZVPD basis set) results for a 4-piece molecular cluster, C44H28FO9S overall at a distorted geometry.

CARTESIAN COORDINATES (ANGSTROEM)
1 O 3.330960 -0.700847 -2.799604
2 S 3.360678 -0.767579 -4.354852
3 O 4.489776 -1.689307 -4.874939
4 O 3.556939 0.866944 -4.907210
5 C 1.646138 -1.291514 -5.016384
6 C 0.603029 -0.131959 -4.411431
7 F -0.744045 -0.750500 -4.404657
8 H 1.591803 -1.206131 -6.190590
9 H 1.309150 -2.335734 -4.609304
10 H 0.599149 0.832294 -5.074369
11 H 0.890953 0.166148 -3.309687
12 C 8.583371 -1.837917 -7.236533
13 C 8.143452 -1.976001 -5.920322
14 C 7.852699 -3.242403 -5.410463
15 C 7.990675 -4.374020 -6.223406
16 C 8.406909 -4.233411 -7.546701
17 C 8.715205 -2.963332 -8.051242
18 C 8.508335 -5.414627 -8.427903
19 O 8.877307 -5.292399 -9.589430
20 C 8.150501 -6.743084 -7.891958
21 C 8.186515 -7.863284 -8.732612
22 C 7.862485 -9.125459 -8.230381
23 C 7.511668 -9.273813 -6.888817
24 C 7.469534 -8.158793 -6.050487
25 C 7.780235 -6.889424 -6.555959
26 C 7.698048 -5.711281 -5.670194
27 O 7.385318 -5.840136 -4.492150
28 H 8.818801 -0.851929 -7.631151
29 H 8.028552 -1.097518 -5.289254
30 H 7.514737 -3.343075 -4.380393
31 H 9.053832 -2.847285 -9.079300
32 H 8.462463 -7.756573 -9.780500
33 H 7.886029 -9.993137 -8.886166
34 H 7.266234 -10.257950 -6.495557
35 H 7.190017 -8.281607 -5.005418
36 C -5.013262 0.873394 0.650531
37 C -5.262158 1.711879 1.736809
38 C -4.216116 2.429597 2.318998
39 C -2.914041 2.299219 1.820928
40 C -2.661183 1.442112 0.750619
41 C -3.715319 0.736160 0.156365
42 C -1.283925 1.258915 0.248946
43 O -1.061468 0.508901 -0.693507
44 C -0.178338 1.985393 0.904679
45 C 1.139340 1.776786 0.476831
46 C 2.189528 2.469876 1.082677
47 C 1.926880 3.377708 2.108216
48 C 0.615793 3.583311 2.540213
49 C -0.437763 2.878150 1.943470
50 C -1.816887 3.075940 2.431581
51 O -2.048066 3.870177 3.335979
52 H -5.829969 0.321076 0.190904
53 H -6.271682 1.809055 2.130001
54 H -4.418782 3.086285 3.163442
55 H -3.527680 0.075597 -0.688316
56 H 1.352662 1.072115 -0.325377
57 H 3.212461 2.302479 0.752437
58 H 2.743976 3.923125 2.575432
59 H 0.418922 4.290009 3.344702
60 C -10.840899 2.459316 7.046623
61 C -11.089796 3.297801 8.132901
62 C -10.043753 4.015519 8.715090
63 C -8.741678 3.885141 8.217020
64 C -8.488820 3.028034 7.146711
65 C -9.542956 2.322082 6.552457
66 C -7.111563 2.844837 6.645037
67 O -6.889105 2.094823 5.702585
68 C -6.005975 3.571315 7.300770
69 C -4.688298 3.362708 6.872923
70 C -3.638110 4.055798 7.478768
71 C -3.900758 4.963630 8.504308
72 C -5.211845 5.169233 8.936305
73 C -6.265400 4.464072 8.339562
74 C -7.644524 4.661862 8.827672
75 O -7.875703 5.456099 9.732071
76 H -11.657606 1.906998 6.586995
77 H -12.099319 3.394977 8.526093
78 H -10.246420 4.672207 9.559534
79 H -9.355317 1.661519 5.707776
80 H -4.474975 2.658037 6.070714
81 H -2.615176 3.888401 7.148529
82 H -3.083661 5.509047 8.971523
83 H -5.408715 5.875932 9.740794

Cartesian forces, eV/Å:
-0.8 -0.8 -4.3
4.0 4.3 1.0
-3.7 2.1 1.0
-1.3 -6.2 1.5
-1.4 1.3 0.2
0.7 -0.5 0.1
2.0 1.1 -0.1
0.5 -0.4 2.5
0.9 2.0 -0.8
-0.2 -2.1 1.2
-0.7 -0.8 -2.2
0.0 -0.4 -0.1
0.0 -0.3 0.0
0.1 0.2 0.0
0.0 0.6 0.1
0.1 0.5 0.0
0.0 0.2 0.2
0.4 0.5 -1.2
-0.2 -0.2 0.5
-0.1 -0.7 -0.1
-0.1 -0.4 0.1
0.1 0.4 0.0
0.0 0.4 0.1
0.0 -0.3 -0.2
-0.1 -0.7 -0.1
-0.4 0.2 1.6
0.3 -0.1 -0.8
-0.1 -0.2 0.1
-0.1 -0.2 -0.1
0.0 -0.1 -0.3
-0.1 -0.2 0.2
0.0 0.2 0.3
0.0 0.2 0.1
0.0 0.2 -0.1
0.1 0.2 -0.2
0.4 0.1 0.0
0.3 0.2 0.1
-0.3 -0.2 -0.1
-0.6 -0.2 0.0
-0.7 -0.1 0.0
-0.3 0.0 0.1
0.4 -1.0 -1.3
-0.2 0.6 0.7
0.7 0.1 0.1
0.2 0.1 0.1
-0.3 -0.1 -0.1
-0.4 0.0 0.0
0.3 -0.1 -0.1
0.5 0.2 0.1
-0.1 0.9 1.0
0.1 -0.4 -0.4
0.2 0.1 0.1
0.2 0.0 0.0
0.2 -0.1 -0.2
0.2 0.2 0.2
-0.2 0.1 0.1
-0.2 0.0 0.0
-0.2 -0.1 -0.1
-0.1 -0.2 -0.2
0.4 0.0 0.0
0.4 0.1 0.1
-0.3 -0.2 -0.1
-0.6 -0.2 0.0
-0.7 -0.1 0.0
-0.3 0.0 0.1
0.3 -0.9 -1.1
-0.2 0.4 0.5
0.7 0.1 0.1
0.2 0.1 0.1
-0.3 -0.1 -0.1
-0.4 0.0 0.0
0.3 -0.1 -0.1
0.6 0.2 0.1
-0.2 1.0 1.1
0.1 -0.5 -0.5
0.2 0.1 0.1
0.2 0.0 -0.1
0.2 -0.1 -0.2
0.1 0.2 0.2
-0.2 0.2 0.2
-0.2 0.0 0.0
-0.2 -0.1 -0.1
-0.1 -0.2 -0.2

Computed properties:
Total energy = -2868.779441 Ha
Orbital gap = 4.92 eV
ΔE to the lowest compared entry with this formula, charge and spin = 287.8 kJ/mol
Lowest unoccupied orbital energy = -0.13 eV
HOMO energy = -0.186 Eh
Spin multiplicity = 1
Charge = -1

Here are the Löwdin charges for atoms 1 to 5, given in e: O -0.480; S 0.630; O -0.475; O -0.549; C -0.222

DFT (ωB97M-V with the def2-TZVPD basis set) results for C44H29F7IrN7O5S4Sb as an isolated structure at a distorted geometry.

CARTESIAN COORDINATES (ANGSTROEM)
1 Ir 0.310113 0.240494 0.218514
2 S 5.878218 5.057777 -1.581709
3 N 5.946166 3.576429 -0.947383
4 C 4.698821 3.175315 -0.784277
5 C 4.287574 1.907513 -0.211728
6 C 5.161179 0.951528 0.305880
7 C 4.640060 -0.189105 0.873882
8 C 3.259770 -0.369205 0.908984
9 N 2.433842 0.538901 0.409503
10 C 2.919845 1.656351 -0.146964
11 C 1.941576 2.616161 -0.634591
12 N 0.651118 2.248648 -0.569198
13 C -0.303009 3.125630 -0.848625
14 C -0.004983 4.417779 -1.274693
15 C 1.311175 4.785736 -1.431114
16 C 2.315455 3.870768 -1.105054
17 C 3.738159 4.139100 -1.202327
18 N 4.279197 5.247267 -1.673763
19 H 6.227902 1.127870 0.261093
20 H 5.280204 -0.950806 1.294651
21 H 2.807279 -1.247848 1.343612
22 H -1.323952 2.794621 -0.713414
23 H -0.812489 5.108675 -1.467539
24 H 1.587594 5.772554 -1.778845
25 O 1.170590 -1.457508 -0.434742
26 C 0.848782 -2.662515 -1.092109
27 C 1.956548 -2.799640 -2.137083
28 C 2.576922 -3.885425 -2.672590
29 C 3.533213 -3.542873 -3.672070
30 C 3.623241 -2.201869 -3.869609
31 S 2.563992 -1.342744 -2.835216
32 C -0.522625 -2.696877 -1.749796
33 C -1.718379 -2.844478 -1.108191
34 C -2.824446 -2.856913 -1.993130
35 C -2.439154 -2.756879 -3.298498
36 S -0.744943 -2.638944 -3.452571
37 C 0.885053 -3.785693 -0.056889
38 C 0.991444 -3.622053 1.291461
39 C 0.908284 -4.850901 2.007583
40 C 0.720494 -5.917932 1.190140
41 S 0.629126 -5.443246 -0.454102
42 H 2.366915 -4.901354 -2.372364
43 H 4.125897 -4.269264 -4.209708
44 H 4.270275 -1.673757 -4.552644
45 H -1.793526 -2.945512 -0.032579
46 H -3.854080 -2.950808 -1.677091
47 H -3.063153 -2.754363 -4.178659
48 H 1.096360 -2.657329 1.765397
49 H 0.983043 -4.923368 3.083205
50 H 0.630363 -6.958978 1.456665
51 F -2.514679 -0.323092 7.215899
52 C -1.403823 -0.707856 6.582357
53 C -0.697495 0.148475 5.842260
54 N 0.460531 -0.235086 5.196808
55 C 1.175188 0.692665 4.341102
56 C 0.808452 0.536348 2.879608
57 O 0.868644 1.545757 2.144488
58 O 0.477498 -0.581518 2.407760
59 C 0.969090 -1.515452 5.306550
60 O 2.030730 -1.855178 4.821219
61 N 0.175117 -2.377861 6.032021
62 C -1.012311 -2.104280 6.714675
63 O -1.601586 -2.964381 7.326014
64 H -1.016631 1.171371 5.698612
65 H 2.243356 0.498669 4.446236
66 H 0.953806 1.717846 4.626289
67 H 0.510756 -3.326610 6.092930
68 N -1.070018 -0.005280 -0.953992
69 C -1.975466 0.445406 -1.716846
70 C -3.322161 0.661490 -1.138171
71 C -3.774209 -0.164699 -0.112816
72 C -5.011773 0.064852 0.460088
73 C -5.789975 1.129276 0.028029
74 C -5.332087 1.966738 -0.978053
75 C -4.102972 1.731053 -1.571682
76 C -1.702828 0.657348 -3.165760
77 C -0.403981 0.919357 -3.595474
78 C -0.131484 1.064652 -4.944358
79 C -1.153255 0.933458 -5.874668
80 C -2.446104 0.653330 -5.453600
81 C -2.724312 0.518355 -4.103007
82 H -3.145546 -0.974450 0.233380
83 H -5.360183 -0.572978 1.261250
84 H -6.749292 1.318891 0.491428
85 H -5.927929 2.812462 -1.295269
86 H -3.739988 2.389412 -2.351192
87 H 0.397626 0.978574 -2.869900
88 H 0.881791 1.260347 -5.271120
89 H -0.940424 1.041281 -6.930759
90 H -3.239180 0.532123 -6.180076
91 H -3.726730 0.279713 -3.774454
92 F -1.678656 1.587366 1.244680
93 Sb -2.306434 2.851732 2.594080
94 F -2.435441 1.312238 3.682629
95 F -3.963836 2.647703 1.709173
96 F -3.217555 3.949799 3.819468
97 F -1.758132 4.163418 1.336622
98 F -0.727157 3.266296 3.555883

Cartesian forces, eV/Å:
1.4 -0.7 -2.0
0.1 0.0 0.0
0.0 0.0 0.0
-0.1 0.0 0.0
0.0 0.0 0.0
0.0 0.0 0.0
0.0 0.0 0.0
0.0 0.0 0.0
-0.4 -0.2 -0.1
0.0 0.1 0.0
0.1 0.0 0.0
-0.7 -0.2 0.5
0.0 0.0 -0.1
0.1 0.0 0.0
0.0 0.0 0.0
0.0 -0.1 0.0
0.0 -0.1 0.0
0.0 0.0 0.0
0.0 0.0 0.0
0.0 0.0 0.0
0.0 0.0 0.0
0.1 0.0 0.0
0.0 0.0 0.0
0.0 0.0 0.0
-0.2 -0.1 0.6
-0.2 -0.2 0.0
0.0 0.1 0.1
0.0 0.0 0.0
0.0 0.0 0.0
0.0 0.0 0.0
0.0 0.0 0.0
0.0 -0.1 0.0
0.0 -0.1 0.0
0.0 0.0 0.0
0.0 0.0 0.0
0.0 0.1 0.0
0.0 0.1 0.1
0.1 0.0 0.0
0.0 0.0 0.0
0.0 0.0 0.0
0.0 0.0 0.0
0.0 0.0 0.0
0.0 0.0 0.0
0.0 0.0 0.0
0.0 0.0 0.0
0.0 0.0 0.0
0.0 0.0 0.0
0.0 0.0 0.0
0.0 0.0 0.0
0.0 0.0 0.0
0.0 0.0 0.0
0.0 0.0 0.0
0.0 0.0 -0.1
0.2 -0.1 0.1
-0.2 0.0 0.0
-0.2 0.1 0.1
0.1 0.0 0.0
0.1 -0.1 -0.2
0.0 0.1 0.0
-0.1 0.0 0.0
0.0 0.1 0.0
0.0 0.0 0.0
0.0 0.0 0.0
0.0 0.0 0.0
0.0 0.1 0.0
0.0 0.0 0.1
0.0 -0.1 0.0
0.1 1.3 1.3
0.2 -0.4 -0.4
0.0 -0.1 0.0
0.0 0.0 0.0
0.0 0.0 0.0
0.0 0.0 -0.1
0.0 0.0 0.0
0.0 0.0 0.0
0.0 0.1 0.1
0.0 0.0 0.0
0.0 0.0 0.0
0.0 0.0 0.0
0.0 0.0 0.0
0.0 0.1 0.0
0.0 0.0 0.0
0.0 0.0 0.0
0.0 0.0 0.0
0.0 0.0 0.0
0.0 0.0 0.0
0.0 0.0 0.0
0.0 0.0 0.0
0.0 0.0 0.0
0.0 0.0 0.0
0.0 0.0 0.0
0.1 0.4 0.4
-0.1 -0.2 -0.2
-0.2 0.0 0.0
0.1 0.0 0.2
0.0 0.1 -0.1
-0.2 0.2 0.1
0.1 -0.2 -0.1

Computed properties:
Total energy = -5090.167294 Ha
Orbital gap (spin up / spin down) = 6.68 / 6.94 eV
ΔE to the lowest compared entry with this formula, charge and spin = 26.7 kJ/mol
Lowest unoccupied orbital energy (spin up / spin down) = -1.82 / -1.56 eV
HOMO energy (spin up / spin down) = -0.313 / -0.312 Eh
Spin multiplicity = 2
Charge = 0

Here are the Löwdin charges for atoms 1 to 5, given in e: Ir 1.676; S 1.033; N -0.209; C -0.296; C -0.068

charge of number 2 (C44H29F7IrN7O5S4Sb)? 0

Which of these has the highest spin multiplicity? C44H29F7IrN7O5S4Sb